No. 1
# C3H51O23

23 unconnected molecules or ions with the total composition C3H51O23 in a non-equilibrium geometry (the ωB97M-V functional and the def2-TZVPD basis, the Open Molecules 2025 dataset).

Geometry as XYZ:
```
77
Properties=species:S:1:pos:R:3:forces:R:3:mulliken_charge:R:1
C 0.11318 -0.47609 -0.86884 2.3 -1.0 0.5 -0.007
C 0.23218 -0.29409 0.62616 -3.4 0.4 -0.1 2.242
C 0.15018 1.09991 1.18116 1.1 0.7 -1.7 3.431
O -0.88682 -0.89909 1.19316 -0.7 -1.3 0.5 -0.894
H 0.23418 -1.52309 -1.08984 0.3 -0.8 0.2 -0.437
H 0.91318 -0.03509 -1.42684 0.4 0.7 -0.4 0.162
H -0.79982 -0.30909 -1.31984 -2.1 1.2 -0.5 -0.253
H 1.03718 -0.86009 0.97416 2.2 -0.3 0.4 -0.125
H 0.79718 1.73191 0.58516 0.0 0.7 0.1 -0.562
H 0.50018 1.12291 2.17816 0.2 -0.1 0.8 -1.223
H -0.85582 1.50791 1.13616 0.0 -0.3 -0.3 -1.729
O 3.41518 -0.31809 2.87616 1.2 -0.1 1.9 -0.579
H 4.18118 -0.52409 3.48116 -1.3 0.3 -1.0 0.227
H 3.46818 -0.99809 2.19416 0.1 0.2 -0.6 0.303
O -0.44682 -4.36609 -1.72784 0.3 -1.3 -1.2 -0.744
H -0.86182 -3.72109 -1.16884 -0.7 0.5 1.0 0.530
H 0.44618 -4.05609 -1.85184 0.1 0.1 0.1 0.403
O 2.10618 -3.57409 -1.81684 0.6 -1.1 -1.1 -0.727
H 2.35718 -3.94809 -2.68084 -0.2 0.0 0.6 0.279
H 2.47618 -2.70509 -1.83184 0.2 1.3 0.0 0.266
O -2.82982 2.46691 2.37916 0.2 -0.5 0.1 -0.750
H -2.15782 1.76391 2.41016 0.0 0.0 0.2 0.530
H -3.54982 1.98991 2.78916 -0.5 0.0 0.2 0.339
O 0.46018 4.10291 -1.02384 0.3 -0.3 -0.4 -0.718
H 0.56518 3.33991 -1.60984 0.2 0.5 -0.2 0.442
H 0.08118 3.67091 -0.25884 -0.5 0.5 0.8 0.322
O -1.13482 1.99291 -2.58884 1.4 0.2 -1.1 -0.667
H -1.43682 1.15791 -2.93784 -0.2 -0.4 -0.6 0.340
H -1.60582 2.10191 -1.78484 -0.9 0.6 1.4 0.349
O 1.79018 -1.02109 -3.55684 2.6 0.6 0.6 -0.573
H 2.70018 -0.67909 -3.25384 -2.2 -0.4 -0.3 0.293
H 2.03418 -1.40409 -4.40284 -0.3 -0.1 -0.4 0.232
O 3.13718 1.48891 0.07716 0.2 0.6 0.4 -0.735
H 3.01518 2.34591 0.49216 0.5 0.1 0.3 0.373
H 2.43818 1.56691 -0.56284 -0.4 -0.1 -1.2 0.157
O 3.91218 -1.03509 0.19816 0.7 0.6 -0.7 -0.797
H 3.27518 -1.74409 0.28716 -0.6 -0.7 0.2 0.361
H 3.43918 -0.22209 -0.04684 0.3 -0.2 0.5 0.564
O -1.69782 -0.25609 3.61616 0.0 1.3 1.3 -0.812
H -1.38582 -0.40909 2.72216 0.3 -0.9 -1.4 -0.096
H -1.00682 0.36891 3.92416 -0.4 -0.4 0.4 0.474
O 2.51518 -3.16009 0.76816 1.1 -0.6 -1.9 -0.747
H 2.26818 -3.58609 -0.10284 0.0 0.3 1.7 0.430
H 1.81918 -3.23909 1.40516 -1.4 -0.2 0.7 0.331
O -0.92182 -0.17309 -4.35584 0.3 0.4 -0.1 -0.697
H -1.55582 -0.86209 -4.45384 -1.3 -0.7 -0.4 0.316
H -0.28982 -0.64109 -3.81584 1.0 0.1 0.5 0.267
O -3.48582 0.19491 -2.51384 -1.6 -0.5 -1.9 -0.659
H -4.47082 0.18191 -2.61284 1.4 0.1 0.3 0.221
H -3.31782 0.37991 -1.60584 0.1 0.2 1.8 0.360
O -3.19082 -0.11209 0.55016 0.7 3.2 -3.0 -0.596
H -2.26882 -0.35209 0.77116 1.3 -0.6 0.4 0.626
H -3.73882 -0.62209 1.04516 -2.3 -2.4 2.3 0.225
O 2.52218 2.46991 3.08716 0.0 0.3 1.2 -0.710
H 2.40718 2.97491 2.29316 0.1 -0.1 -0.6 0.275
H 2.99218 1.63791 2.95716 0.2 -0.2 -0.8 0.400
O -2.95382 2.62391 -0.54384 0.8 -0.3 0.2 -0.660
H -3.79782 2.89891 -0.88784 -0.4 0.0 0.1 0.218
H -3.06682 2.11691 0.28116 -0.5 0.1 -0.3 0.365
O 0.30118 -2.94509 2.49316 1.5 -1.8 1.6 -0.839
H 0.60818 -2.57109 3.32816 -0.1 -0.3 0.1 0.307
H 0.00618 -2.17509 2.05416 -1.7 2.0 -1.5 0.451
O -1.03182 4.07491 1.26416 1.6 1.3 0.6 -0.716
H -1.68582 3.40291 1.30316 -1.2 -0.6 0.0 0.231
H -0.71782 4.16291 2.18216 -0.3 -0.1 -0.6 0.312
O 1.87118 2.12391 -2.32984 1.5 1.0 -1.8 -0.728
H 1.06018 1.65491 -2.49184 -1.1 -0.4 -0.5 0.317
H 2.07918 2.61691 -3.18484 -0.5 -1.0 1.8 0.266
O -1.98682 -3.03009 -0.06384 -0.5 -1.3 0.4 -0.906
H -2.30582 -2.66209 -0.88184 -0.2 0.3 -0.6 0.268
H -1.60182 -2.29109 0.39316 0.8 1.2 1.1 0.260
O 0.56018 1.35391 4.54416 -0.4 -1.5 2.6 -0.707
H 1.20518 0.80791 5.06716 -1.0 0.8 -0.9 0.316
H 1.01718 1.57491 3.75916 1.2 0.8 -1.2 0.073
O -2.83882 -2.61509 -2.46584 -1.5 -2.0 0.2 -0.703
H -3.69982 -2.96209 -2.07184 1.6 1.0 -1.0 0.275
H -2.92482 -1.69509 -2.67484 -0.7 1.2 0.1 0.371
```
Forces are in eV/Å.

Output
- Total charge: -1



No. 2
# C6H12N2

A single C6H12N2 molecule in a non-equilibrium geometry (the ωB97M-V functional and the def2-TZVPD basis, the Open Molecules 2025 dataset).

Geometry as XYZ:
```
20
Properties=species:S:1:pos:R:3:forces:R:3:nbo_charge:R:1
C 0.99179 2.00348 -1.44982 0.4 -0.1 -0.1 -0.437
N 0.28696 0.82831 -1.00763 0.2 -0.4 0.5 -0.502
C 0.90444 -0.09433 -0.34589 0.4 1.7 -0.1 0.424
C 2.37930 -0.17142 -0.05372 -0.1 0.1 -0.1 -0.690
N 0.14993 -1.11967 0.10913 -1.7 -0.7 -0.9 -0.501
C -1.07761 -0.86851 0.42762 0.9 -1.5 1.6 0.445
C -1.51680 0.26856 1.30511 0.0 0.6 -0.8 -0.690
C -2.05135 -1.99806 0.30046 -0.1 -0.4 0.3 -0.679
H 1.36389 2.60576 -0.61112 0.0 0.0 0.0 0.181
H 0.31089 2.61728 -2.03982 0.1 0.0 0.0 0.201
H 1.85956 1.75055 -2.06945 0.0 0.1 -0.1 0.183
H 2.60824 -1.10195 0.45906 0.0 0.0 0.0 0.234
H 2.94989 -0.12041 -0.98154 0.1 0.0 0.0 0.227
H 2.68006 0.66760 0.57573 0.0 0.0 0.0 0.226
H -2.46976 0.66184 0.95386 -0.1 0.1 0.1 0.229
H -1.66676 -0.09399 2.32444 0.0 -0.3 -0.1 0.227
H -0.77971 1.06670 1.31768 -0.1 0.0 0.0 0.234
H -2.73343 -2.06327 1.14768 -0.1 0.2 0.0 0.211
H -2.65018 -1.87992 -0.60253 0.0 0.1 -0.1 0.239
H -1.53935 -2.95853 0.24075 0.2 0.2 -0.2 0.240
```
Forces are in eV/Å.

Output
- Structure (SMILES): C/N=C(\C)N=C(C)C



| no. | HOMO-LUMO gap (eV) | lowest unoccupied orbital energy (eV) |
| --- | --- | --- |
| 1 | 7.6 | 1.89 |
| 2 | 9.3 | 0.80 |